A cluster of 11 separate species, C29H86N16O11 in total at a distorted geometry, computed with wB97M-V/def2-TZVPD.

Each line ends with the Löwdin charge.
Cartesian coordinates (Å):
C  12.869  11.546  7.595  -0.0625
C  12.378  12.981  7.711  -0.4553
C  11.514  13.203  8.973  -0.2058
O  10.859  14.449  8.763  -0.1815
C  9.768  14.580  9.598  -0.1402
N  13.435  13.952  7.621  0.0374
H  13.422  11.267  8.488  0.0622
H  13.578  11.466  6.795  0.0669
H  12.033  10.848  7.499  0.0786
H  11.631  13.118  6.945  0.1319
H  12.090  13.181  9.878  0.1096
H  10.801  12.391  9.045  0.1144
H  8.949  13.887  9.326  0.0945
H  9.332  15.570  9.574  0.0791
H  10.139  14.361  10.626  0.0719
H  13.056  14.910  7.431  0.0922
H  13.994  13.998  8.510  0.0660
C  11.877  18.888  18.198  -0.0588
C  10.883  17.964  17.468  -0.4396
C  11.496  16.750  16.805  -0.2227
O  12.683  16.993  16.068  -0.1801
C  12.585  18.046  15.126  -0.0959
N  9.911  17.637  18.542  0.0260
H  11.244  19.617  18.761  0.0847
H  12.632  19.394  17.614  0.0570
H  12.474  18.272  18.891  0.0852
H  10.336  18.536  16.676  0.1283
H  10.696  16.331  16.220  0.1097
H  11.805  16.051  17.547  0.1166
H  11.788  17.841  14.421  0.0763
H  13.518  18.049  14.584  0.0808
H  12.471  19.027  15.556  0.0566
H  10.465  17.344  19.376  0.0844
H  9.380  16.838  18.227  0.0579
C  12.348  13.877  15.130  -0.0404
C  11.791  13.086  13.913  -0.4237
C  11.989  11.607  14.031  -0.2429
O  13.320  11.193  13.908  -0.2089
C  13.423  9.756  13.898  -0.0719
N  10.360  13.424  13.634  0.0672
H  13.290  13.390  15.455  0.0835
H  11.727  13.773  16.042  0.0846
H  12.546  14.932  14.945  0.0581
H  12.414  13.422  13.068  0.1160
H  11.409  11.208  13.190  0.1235
H  11.605  11.242  14.977  0.1347
H  14.414  9.476  13.546  0.0814
H  12.752  9.397  13.127  0.0878
H  13.305  9.342  14.891  0.0897
H  9.953  13.336  14.552  0.0747
H  10.001  12.724  13.023  0.0555
C  11.382  22.864  17.770  -0.0754
C  10.365  23.424  16.824  -0.4595
C  9.735  22.260  16.012  -0.1585
O  10.831  21.641  15.313  -0.2228
C  10.414  20.929  14.156  -0.0979
N  9.346  24.270  17.349  0.0312
H  12.177  22.294  17.265  0.0686
H  10.916  22.259  18.514  0.0615
H  12.020  23.661  18.221  0.0868
H  10.941  24.007  16.072  0.1434
H  9.040  22.611  15.291  0.1090
H  9.306  21.490  16.637  0.1232
H  9.663  20.128  14.389  0.0836
H  11.308  20.445  13.737  0.0767
H  9.908  21.623  13.461  0.0816
H  9.598  25.181  17.697  0.0681
H  8.674  23.826  17.997  0.0916
C  14.329  21.026  14.324  -0.0262
C  13.915  22.028  13.203  -0.3868
C  14.215  23.476  13.561  -0.2104
O  13.724  24.349  12.570  -0.2400
C  13.798  25.758  12.853  -0.0727
N  14.588  21.739  11.910  0.0543
H  14.163  20.016  13.927  0.0599
H  13.767  21.217  15.201  0.0493
H  15.409  21.150  14.492  0.0860
H  12.861  21.921  13.018  0.0948
H  15.289  23.670  13.636  0.1300
H  13.856  23.718  14.560  0.1214
H  13.280  26.211  12.020  0.0756
H  14.830  26.134  12.697  0.0896
H  13.431  25.925  13.909  0.1090
H  14.820  22.572  11.399  0.0665
H  13.944  21.164  11.400  0.0409
C  6.123  19.792  10.518  -0.0290
C  7.676  19.981  10.417  -0.4728
C  8.267  20.436  11.681  -0.1643
O  7.949  21.861  12.047  -0.1925
C  8.128  22.788  11.078  -0.1752
N  8.301  18.758  9.982  0.0550
H  5.912  18.806  10.945  0.0731
H  5.689  19.813  9.514  0.0718
H  5.684  20.580  11.151  0.0808
H  7.927  20.763  9.666  0.1224
H  9.348  20.331  11.681  0.0886
H  7.858  19.820  12.501  0.1312
H  7.176  22.876  10.492  0.1013
H  8.960  22.605  10.369  0.0588
H  8.300  23.740  11.561  0.0875
H  9.265  18.917  9.761  0.0550
H  8.251  18.014  10.677  0.0521
C  7.130  16.574  14.143  -0.6018
O  6.198  15.961  14.649  0.0149
N  7.940  17.567  14.838  0.1175
N  7.694  16.330  12.891  0.1348
H  7.495  17.940  15.702  0.0995
H  8.615  18.238  14.463  0.0447
H  8.668  16.504  12.681  0.0322
H  7.316  15.590  12.313  0.0954
C  11.409  22.373  9.999  -0.6246
O  11.656  21.517  10.850  0.0053
N  11.872  23.678  10.026  0.1754
N  10.737  22.044  8.808  0.1406
H  11.405  24.226  9.291  0.1092
H  12.428  23.951  10.823  0.0774
H  10.477  22.887  8.303  0.0917
H  10.066  21.307  8.880  0.0758
C  15.902  17.799  11.072  -0.7218
O  14.947  17.436  11.749  -0.0105
N  16.721  16.884  10.639  0.2024
N  16.072  19.061  10.730  0.1942
H  17.546  17.037  10.123  0.1032
H  16.333  16.007  10.547  0.0497
H  16.950  19.310  10.342  0.0976
H  15.457  19.801  11.080  0.0787
C  15.337  13.304  11.540  -0.5960
O  15.294  13.998  10.494  -0.0243
N  15.402  11.943  11.701  0.1903
N  15.387  13.966  12.761  0.1607
H  15.250  11.618  12.577  0.0300
H  15.508  11.409  10.859  0.1115
H  15.315  14.978  12.718  0.0862
H  15.009  13.533  13.586  0.0763
C  11.275  17.372  11.960  -0.6984
O  10.116  17.669  12.254  -0.0392
N  12.103  18.305  11.551  0.2084
N  11.707  16.090  12.111  0.2034
H  13.047  17.986  11.334  0.0726
H  11.727  19.190  11.213  0.0906
H  11.246  15.296  12.538  0.0594
H  12.637  15.886  11.760  0.0964

For the LUMO energy, the calculation gives 0.4 eV. As for the SMILES: COC[C@H](C)N.COC[C@H](C)N.COC[C@H](C)N.COC[C@H](C)N.COC[C@H](C)N.COC[C@H](C)N.NC(N)=O.NC(N)=O.NC(N)=O.NC(N)=O.NC(N)=O. The value obtained for the energy relative to the best compared isomer or geometry (same formula, charge and spin) is 49.0 kcal/mol. The total charge is 0.


A cluster of 12 separate species, C29H86N4O16 in total at a distorted geometry, computed with wB97M-V/def2-TZVPD.

Each line ends with the Löwdin charge.
Cartesian coordinates (Å):
O  0.999  -3.260  0.982  -0.0455
H  1.328  -2.374  0.758  0.0029
H  1.325  -3.895  0.385  -0.0284
O  -3.051  -0.190  -0.217  -0.0736
H  -3.010  -0.384  0.735  0.0155
H  -3.054  -0.994  -0.761  0.0231
O  -0.009  1.420  -4.248  -0.0527
H  0.464  0.829  -3.639  0.0263
H  0.149  2.298  -3.923  0.0213
C  -0.788  -1.504  4.970  -0.1554
O  -2.001  -0.976  4.568  -0.2219
C  -2.714  -1.956  3.766  -0.1684
C  -4.089  -1.330  3.381  -0.1632
N  -3.828  -0.244  2.417  -0.0803
C  -5.067  0.417  1.893  -0.1749
C  -6.017  0.983  2.928  -0.2077
O  -5.246  1.898  3.733  -0.1860
C  -6.045  2.780  4.562  -0.0812
H  -0.921  -2.389  5.628  0.0941
H  -0.220  -0.719  5.504  0.0926
H  -0.189  -1.794  4.058  0.0930
H  -2.768  -2.871  4.339  0.1116
H  -1.989  -2.101  2.908  0.1293
H  -4.631  -0.962  4.298  0.1278
H  -4.754  -2.064  2.882  0.1065
H  -3.182  0.453  2.788  0.0880
H  -5.514  -0.361  1.296  0.1094
H  -4.637  1.159  1.194  0.1064
H  -6.428  0.156  3.526  0.1168
H  -6.827  1.479  2.390  0.1213
H  -6.900  3.093  4.031  0.0594
H  -5.510  3.624  4.902  0.0671
H  -6.468  2.289  5.482  0.1002
C  2.899  3.371  -0.895  -0.1007
O  4.248  3.564  -1.255  -0.1890
C  4.422  4.135  -2.541  -0.2412
C  3.694  5.456  -2.799  -0.2145
N  4.064  6.496  -1.771  -0.0362
C  3.093  7.567  -1.670  -0.2522
C  3.405  8.486  -0.555  -0.1979
O  3.460  7.585  0.574  -0.2155
C  3.923  8.168  1.744  -0.1350
H  2.438  4.319  -0.569  0.0965
H  2.786  2.599  -0.111  0.0870
H  2.359  3.059  -1.718  0.0474
H  4.126  3.428  -3.376  0.1228
H  5.558  4.306  -2.620  0.1470
H  2.588  5.233  -2.857  0.1115
H  3.940  5.756  -3.838  0.1182
H  4.173  5.989  -0.882  0.1042
H  2.081  7.164  -1.531  0.1209
H  3.097  8.129  -2.573  0.1112
H  2.666  9.219  -0.291  0.1193
H  4.419  8.903  -0.739  0.1366
H  3.431  9.093  1.931  0.0642
H  4.999  8.504  1.713  0.1014
H  3.761  7.433  2.542  0.0960
C  5.966  -5.041  2.118  -0.1429
O  5.609  -4.907  0.783  -0.1997
C  4.915  -3.683  0.535  -0.2011
C  4.128  -3.848  -0.798  -0.1688
N  3.143  -4.994  -0.708  -0.0478
C  2.839  -5.503  -2.090  -0.1859
C  2.162  -4.429  -2.847  -0.2024
O  3.074  -3.794  -3.809  -0.1947
C  2.386  -3.113  -4.863  -0.1023
H  6.721  -4.288  2.400  0.0865
H  6.443  -5.988  2.344  0.0822
H  5.087  -4.841  2.795  0.1003
H  5.644  -2.858  0.234  0.1393
H  4.320  -3.427  1.416  0.1128
H  4.864  -4.046  -1.581  0.1176
H  3.645  -2.876  -0.969  0.1029
H  3.506  -5.759  -0.152  0.0991
H  2.397  -6.474  -2.010  0.1087
H  3.750  -5.686  -2.678  0.1204
H  1.830  -3.679  -2.197  0.0774
H  1.324  -4.789  -3.441  0.1222
H  1.677  -2.400  -4.510  0.0562
H  1.836  -3.808  -5.547  0.1035
H  3.138  -2.611  -5.372  0.0598
C  -6.377  -4.501  1.097  -0.0845
O  -4.958  -4.643  1.249  -0.1939
C  -4.128  -3.755  0.517  -0.2223
C  -4.283  -3.812  -0.969  -0.2266
N  -3.378  -2.844  -1.522  -0.0535
C  -1.894  -3.245  -1.517  -0.1286
C  -1.144  -2.208  -2.395  -0.1765
O  -1.777  -2.375  -3.707  -0.1891
C  -1.619  -1.249  -4.523  -0.1273
H  -6.730  -5.420  1.576  0.0942
H  -6.770  -4.332  0.079  0.0882
H  -6.627  -3.651  1.718  0.0710
H  -3.092  -3.905  0.778  0.1161
H  -4.343  -2.688  0.799  0.1153
H  -5.189  -3.467  -1.388  0.1070
H  -4.180  -4.854  -1.264  0.1300
H  -3.510  -2.693  -2.487  0.0869
H  -1.696  -4.232  -1.940  0.1201
H  -1.558  -3.290  -0.502  0.0848
H  -0.053  -2.309  -2.406  0.1034
H  -1.330  -1.205  -2.014  0.0833
H  -2.386  -1.397  -5.264  0.0838
H  -0.711  -1.097  -5.090  0.0730
H  -1.758  -0.261  -4.027  0.0844
C  -3.853  2.791  -1.336  -0.1938
O  -3.094  2.446  -0.240  -0.1677
H  -4.671  2.071  -1.457  0.0750
H  -4.354  3.812  -1.235  0.1000
H  -3.279  2.792  -2.254  0.0658
H  -2.846  1.500  -0.276  0.0204
C  3.571  -0.202  -3.003  -0.1230
O  2.367  -0.716  -2.404  -0.1710
H  3.501  -0.371  -4.073  0.0715
H  3.754  0.869  -2.855  0.0586
H  4.431  -0.735  -2.537  0.0878
H  2.306  -0.630  -1.407  0.0620
C  -1.344  2.421  2.638  -0.0587
O  -0.225  3.052  1.891  -0.1394
H  -2.183  2.282  1.976  0.0563
H  -1.070  1.463  2.998  0.0519
H  -1.626  3.066  3.423  0.0754
H  -0.668  3.475  1.124  0.1035
C  0.133  -0.188  0.103  -0.1111
O  1.535  -0.357  0.350  -0.1569
H  -0.176  -1.117  -0.358  0.0464
H  -0.405  -0.055  1.071  0.0893
H  -0.121  0.656  -0.520  0.0857
H  1.845  0.492  0.716  0.0548
C  2.038  0.892  3.278  -0.1691
O  1.996  1.762  2.204  -0.1584
H  1.119  0.274  3.273  0.0642
H  2.920  0.263  3.099  0.0859
H  2.207  1.426  4.283  0.1084
H  1.238  2.366  2.250  0.0278

For the LUMO energy, the calculation gives 0.4 eV. As for the SMILES: COCCNCCOC.COCCNCCOC.COCCNCCOC.COCCNCCOC.CO.CO.CO.CO.CO.O.O.O. The value obtained for the energy relative to the best compared isomer or geometry (same formula, charge and spin) is 0.0 kcal/mol. The total charge is 0.


A cluster of 11 separate species, C29H86N6O11 in total at a distorted geometry, computed with wB97M-V/def2-TZVPD.

Each line ends with the Löwdin charge.
Cartesian coordinates (Å):
C  4.504  2.332  -0.554  -0.1102
O  4.672  2.292  0.901  -0.1517
H  3.916  1.451  -0.765  0.0585
H  3.915  3.185  -0.844  0.0513
H  5.475  2.343  -1.070  0.0832
H  4.339  3.166  1.224  0.0612
C  -2.696  -2.140  -0.469  -0.1665
O  -3.195  -3.456  -0.648  -0.1050
H  -1.669  -2.022  -0.826  0.0743
H  -3.384  -1.451  -0.952  0.0630
H  -2.743  -1.897  0.578  0.0551
H  -3.012  -3.737  -1.538  0.0669
C  0.217  3.567  -3.066  -0.1380
O  -0.139  3.554  -4.462  -0.1475
H  0.138  2.551  -2.714  0.0500
H  1.202  3.969  -2.848  0.0776
H  -0.527  4.177  -2.591  0.0716
H  0.539  3.002  -4.919  0.0808
C  1.968  4.135  1.125  -0.1764
O  0.768  4.870  1.372  -0.1496
H  2.627  4.236  2.012  0.0706
H  1.781  3.061  0.997  0.0668
H  2.492  4.547  0.246  0.0717
H  0.008  4.271  1.211  0.0227
C  1.130  0.079  -0.149  -0.1908
O  0.654  0.351  1.125  -0.2080
H  1.118  0.946  -0.805  0.0589
H  2.180  -0.247  -0.145  0.0745
H  0.586  -0.775  -0.553  0.0654
H  1.493  0.435  1.725  0.0401
C  1.299  -0.555  -3.601  -0.0446
C  0.006  -1.021  -4.229  -0.4262
C  -0.285  -0.335  -5.593  -0.2133
O  0.774  -0.669  -6.482  -0.1951
C  0.630  0.053  -7.709  -0.0902
N  0.060  -2.447  -4.480  0.0263
H  2.059  -0.552  -4.390  0.0892
H  1.626  -1.154  -2.769  0.0447
H  1.247  0.444  -3.208  0.0517
H  -0.851  -0.891  -3.570  0.1089
H  -0.413  0.752  -5.456  0.1079
H  -1.243  -0.674  -5.976  0.1158
H  1.531  -0.009  -8.312  0.0863
H  0.427  1.135  -7.521  0.0913
H  -0.216  -0.334  -8.247  0.0775
H  0.862  -2.645  -5.105  0.0867
H  -0.800  -2.747  -4.966  0.0829
C  -3.111  0.747  -3.134  -0.0374
C  -3.367  2.282  -3.242  -0.4351
C  -4.667  2.440  -4.034  -0.1910
O  -4.503  1.706  -5.262  -0.2134
C  -3.691  2.399  -6.203  -0.1014
N  -3.376  2.817  -1.905  0.0410
H  -2.356  0.634  -2.356  0.0608
H  -2.954  0.235  -4.073  0.0656
H  -4.060  0.315  -2.769  0.0876
H  -2.627  2.861  -3.794  0.1079
H  -4.850  3.514  -4.233  0.1246
H  -5.542  2.009  -3.545  0.1255
H  -4.180  3.372  -6.401  0.0902
H  -3.633  1.791  -7.135  0.1012
H  -2.706  2.653  -5.811  0.0653
H  -3.729  3.790  -1.880  0.0977
H  -4.040  2.354  -1.285  0.0734
C  -2.846  0.939  1.114  -0.0508
C  -2.367  2.363  1.380  -0.3921
C  -2.046  2.447  2.851  -0.2553
O  -3.073  2.103  3.738  -0.1996
C  -4.056  3.158  3.993  -0.0576
N  -1.084  2.734  0.678  0.0732
H  -3.835  0.688  1.511  0.0912
H  -2.099  0.248  1.541  0.0736
H  -2.852  0.866  0.021  0.0483
H  -3.098  3.118  1.129  0.1246
H  -1.774  3.479  3.060  0.1142
H  -1.226  1.808  3.171  0.1172
H  -4.656  3.344  3.074  0.0882
H  -3.487  4.050  4.253  0.0823
H  -4.728  2.795  4.770  0.0846
H  -0.533  1.895  0.834  0.0328
H  -1.278  2.752  -0.325  0.0577
C  3.087  -3.047  -1.173  -0.0712
C  3.726  -4.371  -0.922  -0.4359
C  3.281  -4.940  0.423  -0.1849
O  3.686  -4.022  1.485  -0.1909
C  3.229  -4.572  2.669  -0.1512
N  3.228  -5.341  -1.924  0.0309
H  3.432  -2.561  -2.034  0.0569
H  3.208  -2.516  -0.236  0.0693
H  2.027  -3.344  -1.340  0.1006
H  4.832  -4.308  -0.953  0.1436
H  3.831  -5.861  0.598  0.1244
H  2.212  -5.100  0.454  0.1168
H  2.235  -5.013  2.488  0.0801
H  3.257  -3.843  3.458  0.0757
H  3.770  -5.502  3.008  0.1006
H  3.597  -6.283  -1.831  0.0707
H  3.406  -5.070  -2.868  0.0596
C  -1.458  -4.602  5.137  -0.0531
C  -1.441  -3.142  4.809  -0.4748
C  -1.348  -2.915  3.324  -0.2536
O  -0.157  -3.415  2.829  -0.1766
C  0.122  -2.927  1.506  -0.0621
N  -2.667  -2.539  5.291  0.0538
H  -0.610  -5.090  4.674  0.0801
H  -2.341  -4.992  4.690  0.0726
H  -1.480  -4.579  6.209  0.0787
H  -0.545  -2.691  5.293  0.1484
H  -1.388  -1.861  3.069  0.1135
H  -2.203  -3.430  2.862  0.1367
H  -0.529  -3.318  0.712  0.0889
H  1.162  -3.102  1.246  0.0702
H  -0.050  -1.875  1.563  0.0481
H  -2.602  -1.570  5.188  0.0443
H  -3.382  -2.900  4.647  0.0853
C  2.459  -0.850  4.767  -0.0470
C  2.190  0.530  4.132  -0.3960
C  2.771  1.638  5.013  -0.1962
O  2.633  2.967  4.481  -0.2100
C  1.282  3.451  4.539  -0.0835
N  2.738  0.610  2.765  0.0558
H  1.976  -1.631  4.176  0.0703
H  1.983  -0.937  5.734  0.0741
H  3.473  -1.083  5.013  0.0726
H  1.086  0.627  4.020  0.1374
H  3.853  1.482  5.265  0.1455
H  2.190  1.519  5.950  0.1217
H  0.894  3.288  5.604  0.1152
H  0.620  3.001  3.828  0.0471
H  1.422  4.513  4.285  0.0967
H  3.607  0.075  2.740  0.1081
H  3.053  1.591  2.625  0.0775

For the LUMO energy, the calculation gives 0.5 eV. As for the SMILES: COC[C@H](C)N.COC[C@H](C)N.COC[C@H](C)N.COC[C@H](C)N.COC[C@H](C)N.COC[C@H](C)N.CO.CO.CO.CO.CO. The value obtained for the energy relative to the best compared isomer or geometry (same formula, charge and spin) is 29.2 kcal/mol. The total charge is 0.